No. 1
Entry from OMol25: a structure of composition C20H21BrN3O2Pd in a non-equilibrium geometry (wB97M-V/def2-TZVPD).

```
48
Properties=species:S:1:pos:R:3:forces:R:3:mulliken_charge:R:1
Pd -3.325054 -0.053594 -1.498115 -1.77 1.15 0.89 0.275
C -3.967254 1.244406 3.588985 -0.43 0.88 -0.25 -1.568
C -3.341454 -0.046794 3.084385 0.39 -0.10 0.88 2.014
C -1.902354 -0.146594 3.597685 0.76 0.03 -0.22 -1.545
C -4.140354 -1.239594 3.594685 -0.48 -0.72 -0.26 -1.560
C -3.326354 -0.050994 1.613185 -0.06 0.08 -1.07 -0.542
N -3.325054 -0.053594 0.461285 -0.61 -0.03 0.76 0.013
H -3.970754 1.249006 4.698285 0.04 -0.09 -0.70 0.389
H -5.009054 1.320106 3.224085 0.46 0.15 0.29 0.415
H -3.384154 2.113506 3.226585 -0.41 -0.33 0.28 0.386
H -1.904854 -0.143694 4.707085 -0.08 -0.01 -0.69 0.414
H -1.315254 0.719206 3.235185 -0.13 -0.51 0.24 0.362
H -1.440954 -1.084594 3.238685 -0.04 0.46 0.25 0.413
H -4.143354 -1.237494 4.703885 0.05 0.06 -0.70 0.383
H -3.682354 -2.180994 3.234485 -0.36 0.36 0.29 0.396
H -5.180654 -1.169294 3.229385 0.39 -0.22 0.28 0.409
Br -3.325054 2.422606 -1.498115 -0.20 -1.23 -0.07 0.186
O -1.684054 -1.401394 -3.310815 -1.86 0.42 0.48 -0.658
C -0.964454 -0.809594 -2.514815 2.60 -2.29 -3.26 0.332
N 0.381646 -0.875894 -2.604015 -0.09 -0.30 -0.40 0.127
C 1.076646 -0.125594 -1.594915 -0.10 -0.09 -0.10 2.340
C -0.222254 0.397006 -0.892115 2.05 2.44 3.32 -0.051
O -0.227154 1.132206 0.096585 -0.18 -1.02 -1.26 -0.533
N -1.329054 -0.053594 -1.498115 -1.14 0.54 0.63 0.003
C 1.936246 0.989306 -2.227715 0.49 0.84 -0.07 -0.399
C 2.090346 2.242306 -1.609115 -0.09 -0.12 -0.03 0.030
C 2.893946 3.238506 -2.172715 -0.13 -0.43 -0.08 -0.945
C 3.577546 2.997806 -3.360515 -0.10 -0.02 0.10 -0.349
C 3.460546 1.759506 -3.983515 -0.29 -0.20 0.32 -0.890
C 2.653046 0.766206 -3.421315 -0.27 0.07 0.32 -0.184
C 1.936246 -1.052594 -0.709415 0.47 -0.29 0.78 -0.363
C 2.090446 -0.820894 0.668585 -0.09 -0.02 -0.12 0.017
C 2.894046 -1.647394 1.460285 -0.14 0.04 -0.42 -0.914
C 3.577546 -2.715694 0.887885 -0.09 0.09 0.01 -0.354
C 3.460446 -2.955894 -0.477315 -0.29 0.36 -0.09 -0.889
C 2.652946 -2.131494 -1.266715 -0.27 0.29 0.17 -0.211
H 0.799246 -1.419594 -3.335315 0.09 -0.07 -0.11 0.218
H 1.573846 2.461006 -0.676815 0.07 -0.13 -0.18 0.465
H 2.976746 4.201706 -1.677815 0.00 -0.15 -0.06 0.402
H 4.197546 3.773506 -3.798615 -0.06 -0.11 0.04 0.393
H 3.992146 1.562006 -4.909515 -0.08 -0.01 0.14 0.388
H 2.583346 -0.191394 -3.929215 0.02 0.08 0.01 0.179
H 1.573946 0.009106 1.146485 0.08 -0.12 -0.19 0.455
H 2.976846 -1.450694 2.525285 0.01 -0.01 -0.16 0.404
H 4.197546 -3.358494 1.504685 -0.06 0.07 -0.09 0.396
H 3.992046 -3.785794 -0.933015 -0.08 0.14 0.03 0.391
H 2.583246 -2.342194 -2.329915 0.02 0.00 0.08 0.188
H -5.016854 -0.053594 -1.498115 2.02 0.04 -0.01 0.176
```
Positions in Å, forces in eV/Å.

Results
HOMO-LUMO gap (spin up / spin down) = 3.2 / 3.4 eV
charge = +1
LUMO level (spin up / spin down) = -8.16 / -8.02 eV


No. 2
Entry from OMol25: an isolated molecule of C6H9NO in a non-equilibrium geometry (wB97M-V/def2-TZVPD).

```
17
Properties=species:S:1:pos:R:3:forces:R:3:mulliken_charge:R:1
C -1.665575 0.027985 -0.804520 -3.32 -0.24 2.69 -0.489
C 0.044414 -0.709908 0.126391 1.47 -7.11 8.11 0.122
C 1.608315 -1.097376 0.046715 -0.12 -2.12 -0.83 -0.509
C 1.060447 1.200597 -0.079556 1.06 0.58 -0.63 -0.289
C -0.675750 1.319168 -0.103308 0.75 -2.57 -3.17 -0.487
C 0.029499 0.495826 0.820426 5.27 4.56 3.73 -0.054
H -2.708979 0.362678 -0.401181 1.21 -0.36 -1.89 0.348
H -1.602643 -0.586165 -1.832085 -0.11 2.61 1.95 0.293
H -1.877976 -1.108537 0.984040 -1.95 0.55 4.16 0.250
H -0.019992 -0.606943 -0.781129 0.82 1.57 -9.05 0.300
H 2.133648 -1.201402 0.963133 0.25 0.46 1.40 0.258
H 2.070351 -1.964843 -0.544097 -1.62 0.83 0.39 0.262
H 1.857030 2.155028 -0.032899 -2.87 -2.56 0.32 0.257
H -1.141427 2.201622 0.187788 -0.70 1.69 -0.04 0.425
H 0.313943 0.588088 1.931026 -1.50 -0.43 -1.50 0.402
N -1.386651 -1.119762 0.193917 2.84 -0.40 -6.13 -0.687
O 1.961349 0.043951 -0.674665 -1.49 2.93 0.49 -0.402
```
Positions in Å, forces in eV/Å.

Results
SMILES = C1N[C@@H]2CO[C@H]3[C@@H]1[C@H]32
HOMO-LUMO gap = 10.0 eV
LUMO level = 1.06 eV


No. 3
Entry from OMol25: a structure of composition C13H18AlF4N3O3P in a non-equilibrium geometry (wB97M-V/def2-TZVPD).

```
43
Properties=species:S:1:pos:R:3:forces:R:3:mulliken_charge:R:1
C 0.934905 -3.334573 3.348892 0.81 -0.82 -3.23 -0.476
C 1.597955 -3.860037 2.088243 -1.59 2.41 2.84 -0.508
C 1.399874 -2.922845 0.746714 -4.39 -1.67 -1.62 0.345
C 0.083967 -3.038176 -0.001625 4.14 1.89 0.80 -0.210
C -0.041676 -2.008209 -1.313562 -1.49 -1.17 -3.23 0.131
O -0.568407 -2.363900 -2.494598 2.97 2.31 7.34 -0.561
C 0.594021 -0.485191 -1.041258 3.27 0.48 1.34 0.077
C -0.214971 0.881408 -1.560709 -0.25 -1.48 0.82 -0.698
C -0.700686 1.635689 -0.149077 0.18 0.40 -0.49 -0.338
C -2.234669 2.212589 -0.214716 0.05 0.14 1.09 -0.864
C -3.395383 1.065935 -0.410451 -0.60 1.65 -0.88 -0.327
N -3.514111 0.130052 0.773134 -1.23 -1.62 -1.67 -0.398
C -4.425105 -1.030112 0.347623 -3.73 -0.71 0.32 0.410
N -5.813250 -0.990659 0.482653 6.10 -0.55 -0.61 -0.639
N -3.759908 -2.264754 -0.296193 -0.08 2.55 1.56 -0.571
C 1.906085 -0.367083 -0.286846 -3.43 -2.69 -2.46 0.487
P 2.778430 1.289615 0.118752 -1.50 1.44 5.57 0.510
O 2.401803 1.656233 1.642429 0.99 -1.58 -4.65 -0.676
C 2.546519 -1.832094 0.204942 4.53 -0.66 -0.44 0.184
O 3.858487 -2.116254 0.130846 -8.49 1.75 0.70 -0.551
H 1.491179 -3.179470 4.366682 -1.30 -1.53 -1.86 0.251
H -0.206553 -2.993549 3.300508 3.04 0.30 -0.20 0.201
H 2.228016 -4.843706 2.156450 -0.32 2.73 -0.32 0.304
H -0.788417 -3.753914 0.320525 2.05 1.44 -0.89 0.343
H 0.458150 1.580477 -2.228787 -1.37 -1.60 1.40 0.368
H -1.153433 0.488633 -2.171437 2.09 0.95 1.18 0.269
H 0.028556 2.558818 -0.001164 -1.56 -2.04 0.01 0.275
H -0.547579 0.883227 0.763013 -0.36 1.79 -1.98 0.279
H -2.328955 3.106627 -0.995867 0.13 -2.25 1.44 0.309
H -2.442735 2.717085 0.846889 0.41 -1.11 -2.25 0.334
H -4.429707 1.648592 -0.479957 2.18 -1.32 0.13 0.302
H -3.285797 0.491530 -1.435268 0.03 1.06 1.88 0.253
H -2.582962 -0.220548 1.097128 -1.14 0.17 -0.75 0.257
H -6.230309 -1.887167 0.095229 1.12 1.25 0.31 0.286
H -2.900853 -1.869441 -0.749003 -0.72 -0.96 0.65 0.199
H -3.511479 -2.907552 0.490078 -0.03 0.73 -1.01 0.281
H 2.208146 2.350160 -0.689464 0.68 -1.26 -0.17 0.025
H 4.212396 1.200851 -0.009670 -1.09 -0.29 -0.60 0.109
F 4.673400 6.163604 -1.543577 0.67 -2.16 0.25 -0.477
Al 5.269683 4.474321 -1.358190 0.42 0.46 -0.23 0.910
F 4.329383 3.644247 -0.065787 0.91 0.72 -1.53 -0.442
F 7.013839 4.499166 -0.909943 -2.23 -0.09 -0.53 -0.477
F 5.062151 3.590373 -2.913581 0.12 0.95 1.97 -0.485
```
Positions in Å, forces in eV/Å.

Results
HOMO-LUMO gap = 7.3 eV
charge = -1
LUMO level = -0.03 eV


Number 1: molar mass 521.731 g mol⁻¹, electronic energy -3791.00693 Eh. Number 2: molar mass 111.144 g mol⁻¹, electronic energy -363.67068 Eh. Number 3: molar mass 398.253 g mol⁻¹, electronic energy -1879.32490 Eh.